Entry 1:
The following is a quantum chemistry calculation of C5H8O in the gas phase, from the Open Molecules 2025 dataset.

Each line ends with the natural charge from an NBO analysis.
Positions of all 14 atoms, in Å:
C1 -0.2024 -1.0349 -1.3776  -0.606
C2 -0.4580 -0.1702 -0.1634  -0.207
C3 -0.1056 1.3337 -0.0678  -0.515
C4 0.2385 1.0181 1.4180  0.623
O1 0.1711 1.6257 2.4517  -0.509
C5 0.4771 -0.4580 1.0118  -0.515
H1 0.7616 -0.7889 -1.8377  0.206
H2 -0.1537 -2.0874 -1.0649  0.212
H3 -0.9957 -0.9433 -2.1213  0.214
H4 -1.4954 -0.2719 0.1822  0.201
H5 -0.8641 2.0664 -0.3641  0.228
H6 0.8288 1.5657 -0.5984  0.222
H7 0.2476 -1.3489 1.6034  0.227
H8 1.4995 -0.5526 0.6146  0.220

Computed properties:
energy	-270.5204	a.u.
gap between HOMO and LUMO	10.54	eV
charge	0
structure (SMILES)	CC1CC(=O)C1
HOMO energy	-9.56	eV
energy relative to the best compared isomer or geometry (same formula, charge and spin)	23.5	kcal per mole
maximum force	0.9	eV Å⁻¹

***

Entry 2:
The following is a quantum chemistry calculation of a molecular structure, C12H9F6N3O6PtS4, from the Open Molecules 2025 dataset.

Each line ends with the natural charge from an NBO analysis.
Positions of all 41 atoms, in Å:
Pt1 1.1169 -0.6714 0.2331  0.889
F1 2.1412 -2.7123 -1.9917  -0.292
C1 3.1494 -3.1435 -1.2534  0.751
F2 3.0966 -4.4608 -1.1524  -0.291
F3 4.2967 -2.7797 -1.8142  -0.298
S1 3.1223 -2.4235 0.4547  2.208
O1 3.2231 -0.9534 0.2637  -0.908
O2 4.1494 -3.0679 1.1838  -0.839
N1 1.5729 -2.6359 0.8674  -1.197
S2 1.2847 -3.0593 2.4537  2.204
O3 1.4081 -1.9278 3.3125  -0.886
O4 1.9339 -4.2915 2.7456  -0.880
C2 -0.5529 -3.4401 2.2918  0.749
F4 -0.7640 -4.6380 2.8182  -0.297
F5 -0.9514 -3.4481 1.0288  -0.296
F6 -1.2464 -2.5381 2.9671  -0.294
O5 -2.7929 2.8732 -1.0189  -0.687
C3 -3.4467 1.7630 -0.6350  0.439
C4 -4.8409 1.8081 -0.6530  -0.301
C5 -5.5802 0.7082 -0.2739  -0.159
C6 -4.9521 -0.4677 0.1342  -0.263
C7 -3.5758 -0.5204 0.1548  -0.132
C8 -2.8033 0.5826 -0.2265  -0.254
C9 -1.3413 0.4686 -0.1785  0.593
O6 -0.8442 -0.6661 0.2310  -0.653
N2 -0.5945 1.4802 -0.5258  -0.476
N3 0.7635 1.1821 -0.3877  -0.347
C10 1.5647 2.1625 -0.6163  -0.061
S3 3.2924 2.0170 -0.4567  0.355
C11 3.6260 3.5504 -1.3630  -0.531
C12 2.5496 4.5490 -0.9948  -0.540
S4 0.9448 3.7133 -1.1191  0.349
H1 -1.8311 2.6996 -0.9566  0.508
H2 -5.3141 2.7271 -0.9714  0.225
H3 -6.6612 0.7635 -0.2945  0.215
H4 -5.5356 -1.3277 0.4319  0.217
H5 -3.0609 -1.4181 0.4675  0.232
H6 3.6249 3.3400 -2.4316  0.229
H7 4.6156 3.8933 -1.0642  0.245
H8 2.5330 5.3931 -1.6828  0.244
H9 2.6795 4.9161 0.0223  0.230

Computed properties:
energy	-3389.6367	a.u.
gap between HOMO and LUMO	8.31	eV
charge	0
HOMO energy	-8.56	eV
energy relative to the best compared isomer or geometry (same formula, charge and spin)	0.0	kcal per mole
maximum force	0.7	eV Å⁻¹

***

Entry 3:
The following is a quantum chemistry calculation of a molecular structure, C16H24BF4KO12 at a distorted geometry, from the Open Molecules 2025 dataset.

Each line ends with the natural charge from an NBO analysis.
Positions of all 58 atoms, in Å:
K1 3.1005 -2.9246 1.7181  0.996
B1 0.5874 -1.0682 0.6505  1.298
F1 1.2943 -1.8584 -0.1654  -0.564
F2 0.8166 -1.4227 1.9665  -0.583
F3 0.9283 0.2206 0.4784  -0.568
F4 -0.7493 -0.9784 0.4351  -0.571
C1 0.0285 1.2183 3.8689  -0.635
C2 -0.3593 2.6888 4.1343  0.065
C3 -1.3877 3.2371 3.2439  -0.083
O1 -2.5146 3.5689 4.0647  -0.481
C4 -2.0661 3.5094 5.3411  0.964
O2 -2.7234 3.9396 6.2988  -0.555
O3 -0.8929 2.7868 5.2968  -0.484
H1 -0.7602 0.4709 3.7823  0.226
H2 0.5281 0.7776 4.7316  0.226
H3 0.6598 1.2459 2.9807  0.219
H4 0.4118 3.4589 4.1151  0.168
H5 -1.7514 2.4587 2.5730  0.175
H6 -0.9841 4.0650 2.6611  0.192
C5 -0.9415 -4.5204 -1.5467  -0.624
C6 0.1244 -5.3348 -2.2642  0.053
C7 1.4962 -5.2502 -1.6561  -0.090
O4 1.8082 -6.6852 -1.4224  -0.499
C8 0.8568 -7.4585 -1.9431  0.971
O5 0.8810 -8.6519 -2.1962  -0.555
O6 -0.2031 -6.7064 -2.0589  -0.484
H7 -1.9672 -4.8086 -1.7772  0.237
H8 -1.0148 -3.4518 -1.7487  0.217
H9 -0.7755 -4.7499 -0.4941  0.208
H10 0.0625 -4.9662 -3.2881  0.193
H11 1.4013 -4.7372 -0.6991  0.166
H12 2.2137 -4.6662 -2.2326  0.207
C9 4.6314 3.5513 -1.4187  -0.635
C10 3.3717 2.6680 -1.1087  0.074
C11 2.5781 2.8500 0.2384  -0.096
O7 1.2953 3.1289 -0.1199  -0.470
C12 1.1558 2.9522 -1.4623  0.984
O8 0.1365 3.0220 -2.1289  -0.624
O9 2.3348 2.7393 -2.0626  -0.474
H13 5.4715 2.9288 -1.1108  0.221
H14 4.6619 4.4294 -0.7735  0.221
H15 4.7457 3.8242 -2.4678  0.245
H16 3.5838 1.6035 -1.2087  0.180
H17 2.9429 3.6099 0.9294  0.190
H18 2.6335 1.9674 0.8756  0.193
C13 -1.5193 0.7559 -2.6617  -0.608
C14 -2.5654 0.1366 -1.7369  0.079
C15 -3.0914 0.9669 -0.7040  -0.131
O10 -4.4741 0.7244 -0.7038  -0.397
C16 -4.8231 0.2203 -1.8615  0.953
O11 -5.9068 -0.1820 -2.2649  -0.117
O12 -3.7250 0.0967 -2.5550  -0.324
H19 -1.8726 1.7581 -2.9044  0.243
H20 -1.1786 0.2130 -3.5433  0.257
H21 -0.6660 0.8096 -1.9856  0.276
H22 -2.3271 -0.8576 -1.3589  0.258
H23 -2.8402 1.9829 -1.0086  0.227
H24 -2.6615 0.6932 0.2595  0.267

Computed properties:
energy	-2551.0548	a.u.
gap between HOMO and LUMO (alpha / beta)	9.03 / 2.82	eV
multiplicity	2
charge	+1
HOMO energy (alpha / beta)	-12.47 / -12.47	eV
expectation value of S²	0.762
maximum force	9.1	eV Å⁻¹

***

Entry 4:
The following is a quantum chemistry calculation of a molecular structure, C20H32CeN8O5 at a distorted geometry, from the Open Molecules 2025 dataset.

Each line ends with the Löwdin charge.
Positions of all 66 atoms, in Å:
Ce1 0.4422 -0.1923 0.2478  1.734
O1 -0.7950 -2.0935 1.0860  -0.021
C1 -1.0850 -2.1830 -0.1807  -0.441
O2 -0.1882 -1.8307 -1.0704  -0.076
C2 -2.4744 -2.5618 -0.7309  -0.066
C3 -2.5756 -3.5088 -1.9722  -0.167
C4 -4.0529 -3.9895 -1.9191  -0.103
C5 -4.8103 -2.6860 -2.2631  -0.101
C6 -3.6889 -1.7845 -2.6445  -0.312
O3 -2.6392 -2.5840 -3.1437  -0.003
C7 -3.1253 -1.2620 -1.3275  -0.089
C8 -2.2605 0.0274 -1.5613  -0.477
O4 -1.6642 0.5699 -0.5303  -0.125
O5 -2.2484 0.5524 -2.7176  0.088
H1 -3.1036 -2.9316 0.1013  0.169
H2 -1.9027 -4.3383 -2.0377  0.155
H3 -4.3876 -4.3937 -0.9377  0.129
H4 -4.1546 -4.8150 -2.6643  0.138
H5 -5.4331 -2.3795 -1.3730  0.141
H6 -5.5194 -2.8752 -3.1118  0.144
H7 -3.8552 -0.9312 -3.2840  0.163
H8 -3.9320 -0.8876 -0.6274  0.184
C9 3.2860 0.3319 -1.1992  -0.166
N1 1.8749 0.6998 -1.5414  -0.265
C10 1.4902 0.1637 -2.7837  -0.193
N2 2.3809 0.6150 -3.8498  -0.051
C11 3.7431 0.2419 -3.4859  -0.143
N3 4.1934 0.8170 -2.1943  -0.045
C12 4.0871 2.3452 -2.3472  -0.085
N4 2.6729 2.7280 -2.6158  -0.060
C13 1.7586 2.1544 -1.6436  -0.176
C14 2.3414 2.0737 -3.9530  -0.110
H9 3.3963 -0.7514 -1.1089  0.149
H10 3.4423 0.7831 -0.2155  0.135
H11 0.4486 0.4959 -3.0299  0.159
H12 1.5824 -0.9630 -2.7756  0.166
H13 4.4289 0.4721 -4.2451  0.126
H14 3.8420 -0.8365 -3.3875  0.140
H15 4.7829 2.6095 -3.1999  0.157
H16 4.3962 2.8736 -1.4275  0.134
H17 0.6966 2.4408 -1.9173  0.170
H18 1.9642 2.6464 -0.6540  0.152
H19 3.0138 2.4049 -4.7839  0.156
H20 1.3014 2.4317 -4.1567  0.148
C15 -0.2700 1.8421 2.6881  -0.151
N5 -0.3945 2.3472 4.0736  -0.038
C16 0.9233 2.2230 4.6452  -0.170
N6 1.5787 0.8517 4.6693  -0.019
C17 1.4923 0.3358 3.2565  -0.207
N7 0.2079 0.4432 2.6876  -0.257
C18 -0.7844 -0.3372 3.4407  -0.171
N8 -0.8168 0.0493 4.8245  -0.064
C19 -1.3268 1.4309 4.8800  -0.092
C20 0.5539 0.0210 5.4239  -0.105
H21 0.4088 2.4963 2.1041  0.145
H22 -1.2073 1.8395 2.1157  0.142
H23 0.8945 2.5570 5.6749  0.137
H24 1.6217 2.8620 4.0937  0.135
H25 1.8051 -0.7407 3.2917  0.160
H26 2.2297 0.9014 2.6493  0.141
H27 -0.4976 -1.3832 3.3757  0.133
H28 -1.8031 -0.2102 3.0257  0.161
H29 -1.3631 1.7341 5.9244  0.136
H30 -2.3529 1.5664 4.4657  0.149
H31 0.9369 -1.0079 5.4527  0.139
H32 0.4935 0.4791 6.4149  0.137

Computed properties:
energy	-2070.0397	a.u.
gap between HOMO and LUMO (alpha / beta)	4.95 / 4.95	eV
charge	+2
HOMO energy (alpha / beta)	-15.10 / -15.10	eV
energy relative to the best compared isomer or geometry (same formula, charge and spin)	9.8	kcal per mole
maximum force	5.2	eV Å⁻¹

***

Entry 5:
The following is a quantum chemistry calculation of a gas-phase ion, C2HCl2O3 (charge -1) at a distorted geometry, from the Open Molecules 2025 dataset.

Each line ends with the natural charge from an NBO analysis.
Positions of all 8 atoms, in Å:
C1 -0.7411 0.5800 0.2445  0.504
C2 0.6957 -0.1905 -0.0757  0.208
O1 -0.9024 1.6434 0.7127  -0.505
O2 -1.6711 -0.3230 -0.1323  -0.720
O3 0.4765 -1.3542 -0.4770  -0.616
Cl1 1.8125 -0.1300 1.3083  -0.114
Cl2 1.5405 0.9687 -1.3099  -0.255
H1 -1.2107 -1.1944 -0.2706  0.498

Computed properties:
energy	-1222.8385	a.u.
gap between HOMO and LUMO (alpha / beta)	3.98 / 7.30	eV
multiplicity	3
charge	-1
HOMO energy (alpha / beta)	-0.26 / -5.95	eV
energy relative to the best compared isomer or geometry (same formula, charge and spin)	0.0	kcal per mole
expectation value of S²	2.011
maximum force	7.0	eV Å⁻¹

***

Entry 6:
The following is a quantum chemistry calculation of a gas-phase ion, C7H11O2S2 (charge -1) at a distorted geometry, from the Open Molecules 2025 dataset.

Each line ends with the natural charge from an NBO analysis.
Positions of all 22 atoms, in Å:
C1 1.1483 1.4213 -1.6356  -0.633
C2 0.3079 0.5335 -0.7103  -0.227
C3 0.1486 1.3899 0.5759  -0.439
C4 -0.7867 0.7610 1.5225  -0.497
S1 -0.3347 -0.9343 2.1614  0.166
C5 -0.4562 -1.6836 0.5412  -0.494
C6 -1.9833 -1.8239 -0.0054  0.776
O1 -2.5793 -2.6974 0.6212  -0.753
O2 -2.2865 -1.1061 -0.9326  -0.761
C7 0.6171 -1.0263 -0.5278  -0.324
S2 2.3061 -1.1513 0.0995  -0.092
H1 2.1146 0.8720 -1.5494  0.218
H2 1.1382 2.4050 -1.1886  0.200
H3 0.7160 1.4278 -2.6742  0.198
H4 -0.6437 0.5620 -1.3113  0.246
H5 -0.3789 2.2763 0.4108  0.207
H6 1.1692 1.5814 0.9568  0.191
H7 -1.0433 1.2143 2.3978  0.201
H8 -1.7815 0.5059 1.0149  0.239
H9 0.0634 -2.7026 0.5512  0.231
H10 0.5138 -1.3384 -1.4998  0.224
H11 2.0310 -0.4866 1.1819  0.123

Computed properties:
energy	-1220.2017	a.u.
gap between HOMO and LUMO	7.14	eV
charge	-1
structure (SMILES)	C[C@@H]1CCS[C@@H](C(=O)[O-])[C@@H]1S
HOMO energy	-4.11	eV
energy relative to the best compared isomer or geometry (same formula, charge and spin)	0.0	kcal per mole
maximum force	5.5	eV Å⁻¹

***

Repeat the first record exactly.
The following is a quantum chemistry calculation of C5H8O in the gas phase, from the Open Molecules 2025 dataset.

Each line ends with the natural charge from an NBO analysis.
Positions of all 14 atoms, in Å:
C1 -0.2024 -1.0349 -1.3776  -0.606
C2 -0.4580 -0.1702 -0.1634  -0.207
C3 -0.1056 1.3337 -0.0678  -0.515
C4 0.2385 1.0181 1.4180  0.623
O1 0.1711 1.6257 2.4517  -0.509
C5 0.4771 -0.4580 1.0118  -0.515
H1 0.7616 -0.7889 -1.8377  0.206
H2 -0.1537 -2.0874 -1.0649  0.212
H3 -0.9957 -0.9433 -2.1213  0.214
H4 -1.4954 -0.2719 0.1822  0.201
H5 -0.8641 2.0664 -0.3641  0.228
H6 0.8288 1.5657 -0.5984  0.222
H7 0.2476 -1.3489 1.6034  0.227
H8 1.4995 -0.5526 0.6146  0.220

Computed properties:
energy	-270.5204	a.u.
gap between HOMO and LUMO	10.54	eV
charge	0
structure (SMILES)	CC1CC(=O)C1
HOMO energy	-9.56	eV
energy relative to the best compared isomer or geometry (same formula, charge and spin)	23.5	kcal per mole
maximum force	0.9	eV Å⁻¹

***

maximum force of number 6 (C7H11O2S2)?
5.5 eV Å⁻¹

***

What is the formula in the sixth record?
C7H11O2S2

***

Number 3 is which compound?
C16H24BF4KO12